Molecular formula: C5H8N3O3P3
Method: DFT, the ωB97M-V functional and the def2-TZVPD basis

```
! RIJCOSX wB97M-V def2-TZVPD def2/J DEFGRID3
* xyz 0 1
C -2.05 -2.31 1.14
C -0.86 -1.87 0.89
C -0.67 -1.21 -0.49
C -0.81 1.15 -0.73
C 0.25 0.00 -0.76
N 4.44 2.15 -0.84
N 2.41 3.70 0.11
N 2.18 1.09 -0.06
O -1.28 -1.71 -1.41
O -0.31 2.39 -0.60
O 1.22 0.14 0.23
P 4.03 3.65 -0.62
P 3.87 0.70 -0.17
P 1.58 2.43 0.73
H -2.32 -3.00 1.91
H -2.87 -2.17 0.43
H -0.09 -2.05 1.65
H -1.50 1.07 -1.54
H -1.52 0.83 0.03
H 0.64 -0.05 -1.69
H 2.11 4.56 0.50
H 3.61 0.00 -1.49
*
```

Results
Maximum force (eV Å⁻¹): 4.11
Energy above the lowest of the compared OMol25 structures with the same formula, charge and spin (kcal per mole): 0.00
Gap between HOMO and LUMO (Ha): 0.26624
LUMO (eV): -1.28

Molecular formula: C49H50N9O3PRbS4
Method: DFT, the ωB97M-V functional and the def2-TZVPD basis

```
! RIJCOSX wB97M-V def2-TZVPD def2/J DEFGRID3
* xyz -1 1
Rb -0.36 -0.64 -0.19
N 1.89 -5.01 0.97
C 2.11 -4.52 2.24
C 2.73 -5.05 3.37
C 2.76 -4.24 4.49
C 2.21 -2.95 4.49
C 1.60 -2.43 3.36
C 1.54 -3.24 2.23
N 0.98 -2.97 0.99
C 1.22 -4.03 0.28
C 0.83 -4.19 -1.14
C 0.98 -5.31 -1.90
S 0.38 -5.02 -3.47
C -0.04 -3.42 -2.99
N 0.26 -3.12 -1.77
H 2.21 -5.89 0.60
H 3.17 -6.04 3.38
H 3.24 -4.61 5.39
H 2.27 -2.35 5.38
H 1.18 -1.43 3.34
H 1.38 -6.27 -1.62
H -0.49 -2.72 -3.68
O 1.29 2.23 3.08
C 2.62 2.44 2.93
C 3.27 3.29 3.83
C 4.62 3.53 3.70
C 5.35 2.92 2.68
C 4.70 2.08 1.79
C 3.34 1.82 1.91
C 2.59 0.94 0.94
O 1.32 0.89 1.10
N 3.34 0.33 0.06
N 2.66 -0.51 -0.83
C 3.43 -0.80 -1.80
S 5.09 -0.18 -1.92
C 5.38 -0.85 -3.57
C 4.62 -2.15 -3.70
S 2.94 -1.86 -3.13
H 1.11 1.56 2.33
H 2.68 3.76 4.61
H 5.12 4.19 4.40
H 6.41 3.11 2.57
H 5.23 1.59 0.98
H 6.46 -1.00 -3.69
H 5.04 -0.14 -4.33
H 5.09 -2.94 -3.11
H 4.55 -2.48 -4.74
O -2.50 -2.20 -1.58
C -2.87 -1.18 -2.06
C -3.28 -0.08 -2.65
C -4.73 0.11 -2.90
C -5.20 1.32 -3.28
C -4.34 2.45 -3.51
C -2.98 2.23 -3.48
C -2.38 1.02 -3.12
P -0.69 0.65 -3.48
C -0.43 1.22 -5.23
C 0.19 2.40 -5.61
C 0.29 2.75 -6.96
C -0.24 1.93 -7.94
C -0.87 0.74 -7.56
C -0.96 0.40 -6.23
C 0.37 1.86 -2.58
C -0.10 2.75 -1.63
C 0.78 3.60 -0.97
C 2.14 3.56 -1.24
C 2.63 2.66 -2.18
C 1.75 1.82 -2.84
H -5.41 -0.72 -2.75
H -6.27 1.43 -3.44
H -4.75 3.41 -3.81
H -2.32 3.04 -3.80
H 0.61 3.06 -4.86
H 0.78 3.68 -7.23
H -0.16 2.20 -8.98
H -1.29 0.09 -8.32
H -1.47 -0.52 -5.94
H -1.17 2.78 -1.41
H 0.41 4.28 -0.23
H 2.82 4.20 -0.70
H 3.69 2.59 -2.37
H 2.13 1.10 -3.56
C -3.18 -3.85 5.43
N -2.23 -3.30 4.47
C -1.52 -4.36 3.77
C -2.76 -2.27 3.67
S -2.95 -2.42 2.02
N -3.09 -1.17 4.36
C -2.57 -0.84 5.67
C -3.82 -0.09 3.70
H -3.93 -4.48 4.92
H -3.70 -3.06 5.95
H -2.65 -4.46 6.16
H -0.99 -4.96 4.51
H -0.80 -3.94 3.07
H -2.20 -5.01 3.20
H -1.80 -1.56 5.95
H -3.36 -0.84 6.43
H -2.13 0.16 5.64
H -4.64 -0.50 3.11
H -3.17 0.47 3.03
H -4.21 0.57 4.47
C -1.34 5.39 1.46
C -1.95 4.05 1.24
C -3.17 3.67 0.72
C -3.18 2.26 0.78
N -2.04 1.80 1.29
N -1.31 2.91 1.56
C -4.27 1.32 0.38
H -2.04 6.06 1.96
H -1.05 5.85 0.52
H -0.45 5.31 2.08
H -3.94 4.31 0.33
H -0.38 2.80 1.91
H -5.13 1.42 1.05
H -3.92 0.29 0.42
H -4.61 1.53 -0.63
*
```

Results
Maximum force (eV Å⁻¹): 0.80
Energy above the lowest of the compared OMol25 structures with the same formula, charge and spin (kcal per mole): 11.44
Gap between HOMO and LUMO (Ha): 0.14360
LUMO (eV): 1.69

Molecular formula: H5N2OP
Method: DFT, the ωB97M-V functional and the def2-TZVPD basis

```
! RIJCOSX wB97M-V def2-TZVPD def2/J DEFGRID3
* xyz 0 1
N -0.56 1.23 -0.10
P 0.52 0.06 0.48
N -0.25 -1.30 -0.19
O 2.14 -0.03 0.25
H -0.64 2.25 -0.11
H -0.68 0.90 -1.07
H 0.36 0.04 1.90
H -1.22 -1.34 -0.37
H 0.34 -1.79 -0.77
*
```

Results
Maximum force (eV Å⁻¹): 6.46
Energy above the lowest of the compared OMol25 structures with the same formula, charge and spin (kcal per mole): 20.47
Structure (SMILES): N[PH](N)=O
Gap between HOMO and LUMO (Ha): 0.39077
LUMO (eV): 0.85

Molecular formula: C36H27ClN5O8Y
Method: DFT, the ωB97M-V functional and the def2-TZVPD basis

```
! RIJCOSX wB97M-V def2-TZVPD def2/J DEFGRID3
* xyz 0 1
Y -1.02 -0.74 0.50
O -1.33 -0.73 3.99
C -1.00 0.37 3.36
O -0.16 0.40 2.46
C -1.72 1.60 3.86
O -1.83 2.60 2.88
C -3.08 2.67 2.21
C -3.35 1.58 1.16
O -4.18 1.80 0.30
O -2.67 0.50 1.30
H -0.95 -1.50 3.47
H -1.14 2.01 4.70
H -2.70 1.29 4.24
H -3.11 3.64 1.71
H -3.91 2.65 2.93
Cl -0.27 -8.19 1.37
C -0.43 -6.47 1.54
C 0.30 -5.80 2.53
C 0.18 -4.44 2.67
C -0.66 -3.68 1.83
O -0.73 -2.38 1.99
C -1.41 -4.37 0.85
C -2.38 -3.74 -0.02
N -2.60 -2.48 -0.14
C -3.70 -2.07 -0.92
C -4.90 -2.73 -0.95
C -5.97 -2.28 -1.75
C -5.83 -1.15 -2.50
C -4.62 -0.41 -2.46
C -4.43 0.77 -3.21
C -3.25 1.44 -3.12
C -2.25 0.93 -2.27
N -2.39 -0.16 -1.56
C -3.56 -0.86 -1.66
C -1.28 -5.77 0.72
H 0.95 -6.36 3.18
H 0.74 -3.91 3.43
H -2.99 -4.44 -0.60
H -5.03 -3.61 -0.33
H -6.90 -2.83 -1.75
H -6.65 -0.78 -3.11
H -5.24 1.14 -3.83
H -3.06 2.35 -3.68
H -1.32 1.47 -2.17
H -1.85 -6.29 -0.03
C 5.78 1.58 3.00
O 5.72 2.78 2.25
C 5.46 2.67 0.92
C 5.29 1.47 0.25
C 5.00 1.47 -1.11
C 4.87 2.67 -1.80
C 5.10 3.87 -1.13
C 5.37 3.88 0.22
N 4.62 2.77 -3.21
N 3.74 2.11 -3.78
C 2.85 1.25 -3.05
C 2.79 -0.07 -3.42
C 2.00 -1.00 -2.73
C 1.21 -0.62 -1.66
O 0.48 -1.43 -0.95
C 1.20 0.79 -1.34
N 0.36 1.16 -0.33
C 0.30 2.42 0.04
C 1.03 3.42 -0.62
C 1.87 3.08 -1.64
C 2.00 1.72 -2.02
H 5.97 1.88 4.03
H 6.60 0.94 2.66
H 4.84 1.03 2.95
H 5.39 0.52 0.76
H 4.86 0.53 -1.62
H 5.06 4.79 -1.69
H 5.53 4.80 0.76
H 3.40 -0.40 -4.25
H 2.00 -2.05 -3.02
H -0.35 2.65 0.87
H 0.93 4.45 -0.30
H 2.43 3.84 -2.17
*
```

Results
Maximum force (eV Å⁻¹): 0.10
Energy above the lowest of the compared OMol25 structures with the same formula, charge and spin (kcal per mole): 0.00
Gap between HOMO and LUMO (Ha): 0.25073
LUMO (eV): -0.60

Molecular formula: C5H10ClNO
Method: DFT, the ωB97M-V functional and the def2-TZVPD basis

```
! RIJCOSX wB97M-V def2-TZVPD def2/J DEFGRID3
* xyz 0 1
C 0.58 2.12 0.32
C 0.16 0.92 -0.47
O -1.22 0.75 -0.40
C -1.53 -0.62 -0.72
C -0.90 -1.52 0.24
N 0.51 -1.59 -0.07
C 1.03 -0.32 0.31
Cl 2.68 -0.15 -0.37
H 0.36 1.88 1.31
H 0.18 3.06 0.07
H 1.74 2.18 0.30
H 0.62 0.90 -1.55
H -1.34 -1.03 -1.66
H -2.56 -0.52 -0.60
H -1.07 -1.08 1.24
H -1.48 -2.51 0.18
H 1.02 -2.27 0.47
H 1.22 -0.19 1.41
*
```

Results
Maximum force (eV Å⁻¹): 3.03
Energy above the lowest of the compared OMol25 structures with the same formula, charge and spin (kcal per mole): 41.91
Structure (SMILES): C[C@@H]1OCCN[C@H]1Cl
Gap between HOMO and LUMO (Ha): 0.38417
LUMO (eV): 0.92

Molecular formula: C18H22CsN4O4STe
Method: DFT, the ωB97M-V functional and the def2-TZVPD basis

```
! RIJCOSX wB97M-V def2-TZVPD def2/J DEFGRID3
* xyz -1 1
Cs -0.80 -1.20 1.24
O -4.80 -1.72 3.00
S -3.42 -1.77 2.53
O -2.67 -2.97 2.98
O -2.63 -0.56 2.99
O -3.35 -1.73 1.02
Te 2.38 -0.30 -0.38
C 4.40 -0.45 -1.02
C 5.43 -0.22 -0.12
C 6.75 -0.36 -0.52
C 7.05 -0.74 -1.83
C 6.02 -0.97 -2.73
C 4.70 -0.83 -2.33
C 2.33 -2.32 0.26
C 2.64 -2.65 1.57
C 2.59 -3.97 1.99
C 2.23 -4.97 1.10
C 1.93 -4.65 -0.21
C 1.97 -3.33 -0.64
H 5.20 0.07 0.89
H 7.55 -0.18 0.18
H 8.08 -0.85 -2.14
H 6.24 -1.26 -3.75
H 3.89 -1.01 -3.04
H 2.90 -1.87 2.28
H 2.81 -4.21 3.03
H 2.17 -6.00 1.44
H 1.63 -5.42 -0.91
H 1.71 -3.08 -1.66
C -1.80 2.73 -0.72
N -2.41 1.67 0.07
C -2.95 2.24 1.31
N -3.94 3.29 1.03
C -3.30 4.32 0.21
N -2.76 3.79 -1.05
C -3.87 3.17 -1.78
N -4.53 2.11 -1.02
C -3.52 1.09 -0.68
C -5.01 2.69 0.24
H -1.40 2.31 -1.64
H -0.97 3.17 -0.15
H -2.13 2.66 1.90
H -3.40 1.44 1.90
H -2.48 4.76 0.78
H -4.03 5.10 -0.02
H -3.48 2.75 -2.72
H -4.60 3.94 -2.03
H -3.14 0.64 -1.61
H -3.98 0.29 -0.08
H -5.48 1.90 0.83
H -5.76 3.45 0.01
*
```

Results
Maximum force (eV Å⁻¹): 1.12
Energy above the lowest of the compared OMol25 structures with the same formula, charge and spin (kcal per mole): 19.35
Gap between HOMO and LUMO (Ha): 0.21561
LUMO (eV): 1.70